# C28H70BO9S

6 unconnected molecules or ions with the total composition C28H70BO9S (ωB97M-V/def2-TZVPD, OMol25).

Each line ends with the Mulliken charge.
Cartesian coordinates (Å):
C (-2.16, 2.83, 4.14)  -1.353
C (-2.62, 2.43, 2.74)  0.122
C (-3.17, 1.00, 2.68)  -0.715
C (-2.06, -0.04, 2.54)  1.338
C (-2.53, -1.50, 2.68)  -1.251
C (-2.69, -2.23, 1.35)  -1.063
C (-1.42, -2.37, 0.50)  0.599
C (-0.21, -3.04, 1.17)  -0.310
C (1.11, -2.68, 0.47)  -0.597
B (1.66, -1.15, 0.76)  1.507
O (2.54, -1.11, 2.01)  -1.049
C (2.55, -0.57, -0.47)  -0.567
C (2.83, 0.94, -0.44)  -1.196
C (1.54, 1.77, -0.41)  1.425
C (1.29, 2.70, -1.61)  -0.769
S (0.57, 1.98, -3.05)  1.424
O (1.45, 1.05, -3.69)  -0.597
O (-0.02, 3.04, -3.83)  -0.732
O (-0.65, 1.12, -2.46)  -0.355
H (-1.38, 2.16, 4.49)  0.191
H (-2.99, 2.82, 4.84)  0.345
H (-1.72, 3.84, 4.14)  0.405
H (-1.76, 2.48, 2.06)  -0.028
H (-3.35, 3.14, 2.36)  0.273
H (-3.84, 0.91, 1.82)  0.140
H (-3.75, 0.79, 3.58)  0.434
H (-1.26, 0.18, 3.26)  -0.247
H (-1.59, 0.09, 1.55)  -0.600
H (-3.51, -1.50, 3.18)  0.522
H (-1.86, -2.05, 3.34)  0.415
H (-3.09, -3.23, 1.54)  0.438
H (-3.45, -1.70, 0.76)  0.159
H (-1.68, -2.97, -0.38)  0.271
H (-1.12, -1.39, 0.11)  -0.454
H (-0.16, -2.76, 2.23)  0.044
H (-0.39, -4.13, 1.14)  0.368
H (1.88, -3.38, 0.81)  0.027
H (0.96, -2.84, -0.60)  -0.172
H (0.66, -0.41, 0.97)  -0.347
H (2.05, -1.58, 2.69)  0.196
H (3.52, -1.09, -0.46)  0.028
H (2.09, -0.82, -1.44)  0.157
H (3.43, 1.25, -1.30)  0.396
H (3.43, 1.17, 0.45)  0.350
H (1.49, 2.43, 0.46)  0.092
H (0.71, 1.07, -0.29)  -1.033
H (2.22, 3.12, -2.01)  0.603
H (0.63, 3.53, -1.34)  -0.119
H (-0.79, 1.30, -1.52)  0.127
C (3.53, 2.33, 5.14)  -1.335
C (2.14, 1.74, 5.32)  0.336
C (2.10, 0.27, 4.95)  -0.777
O (1.18, 2.47, 4.55)  -0.455
H (3.84, 2.23, 4.10)  0.272
H (3.54, 3.39, 5.40)  0.344
H (4.26, 1.81, 5.76)  0.382
H (1.82, 1.89, 6.35)  0.297
H (2.36, 0.14, 3.90)  0.024
H (1.10, -0.13, 5.10)  0.253
H (2.80, -0.32, 5.55)  0.460
H (1.41, 2.35, 3.62)  0.288
C (-1.93, 5.37, -2.37)  -1.106
C (-1.84, 5.45, -0.85)  1.080
C (-2.69, 6.57, -0.28)  -1.604
O (-0.48, 5.57, -0.43)  -0.555
H (-1.58, 6.30, -2.82)  0.408
H (-1.31, 4.56, -2.75)  0.169
H (-2.96, 5.21, -2.69)  0.293
H (-2.17, 4.50, -0.42)  -0.130
H (-2.35, 7.53, -0.66)  0.404
H (-2.61, 6.59, 0.81)  0.364
H (-3.74, 6.45, -0.55)  0.360
H (-0.13, 6.38, -0.81)  0.326
C (-5.02, 0.78, -3.19)  -1.514
C (-4.81, 1.28, -1.77)  0.451
C (-5.50, 2.61, -1.51)  -1.119
O (-3.42, 1.37, -1.47)  -0.214
H (-4.61, 1.50, -3.90)  0.351
H (-4.52, -0.17, -3.34)  0.329
H (-6.08, 0.66, -3.41)  0.430
H (-5.19, 0.53, -1.07)  0.269
H (-5.10, 3.38, -2.18)  0.219
H (-5.34, 2.93, -0.48)  0.225
H (-6.58, 2.53, -1.69)  0.420
H (-3.02, 2.00, -2.08)  0.144
C (6.76, -3.79, -0.83)  -1.403
C (5.30, -4.21, -0.96)  0.722
C (5.16, -5.64, -1.47)  -1.348
O (4.58, -3.30, -1.79)  -0.407
H (7.25, -3.83, -1.80)  0.338
H (6.82, -2.77, -0.45)  0.330
H (7.30, -4.45, -0.15)  0.381
H (4.81, -4.12, 0.01)  0.205
H (5.61, -5.73, -2.46)  0.360
H (4.11, -5.90, -1.54)  0.234
H (5.66, -6.34, -0.80)  0.385
H (4.96, -3.32, -2.68)  0.240
C (-1.06, -5.57, -4.05)  -1.414
C (-0.02, -4.54, -3.63)  0.665
C (1.15, -4.48, -4.60)  -1.336
O (0.43, -4.77, -2.31)  -0.424
H (-0.62, -6.57, -4.07)  0.341
H (-1.89, -5.57, -3.35)  0.329
H (-1.45, -5.35, -5.05)  0.387
H (-0.49, -3.55, -3.58)  0.234
H (1.66, -5.45, -4.63)  0.341
H (1.86, -3.73, -4.27)  0.275
H (0.82, -4.24, -5.61)  0.390
H (0.88, -5.63, -2.27)  0.245

- lowest unoccupied orbital energy (Ha) = 0.089
- HOMO level (eV) = -4.2
- total charge = -1
- frontier orbital gap (eV) = 6.62

***

# C6H9N

2 unconnected molecules or ions with the total composition C6H9N (ωB97M-V/def2-TZVPD, OMol25).

Each line ends with the Mulliken charge.
Cartesian coordinates (Å):
C (0.47, -1.79, 0.42)  -0.389
N (-0.13, -0.75, -0.05)  0.215
C (-0.89, 0.29, 0.65)  -0.897
C (-0.02, 1.51, 0.39)  -0.243
C (1.14, 1.08, -0.52)  -0.632
C (0.09, 0.15, -1.20)  -0.370
C (-1.03, 1.06, -0.63)  -0.256
H (0.92, -2.53, -0.24)  0.282
H (-1.47, -1.92, 1.86)  0.122
H (0.56, -1.89, 1.49)  0.395
H (-1.57, -1.16, 1.75)  -0.092
H (-0.05, 2.37, 1.05)  0.378
H (1.99, 0.55, -0.06)  0.262
H (1.49, 1.89, -1.16)  0.302
H (0.23, -0.27, -2.20)  0.476
H (-1.89, 1.53, -1.09)  0.445

- lowest unoccupied orbital energy (alpha / beta) (Ha) = 0.010 / 0.010
- HOMO level (alpha / beta) (eV) = -7.4 / -7.4
- frontier orbital gap (alpha / beta) (eV) = 7.66 / 7.66
- ΔE to the lowest compared entry with this formula, charge and spin (kcal per mole) = 167.24

***

# C6H9N2O2

2 unconnected molecules or ions with the total composition C6H9N2O2 at a distorted geometry (ωB97M-V/def2-TZVPD, OMol25).

Each line ends with the Mulliken charge.
Cartesian coordinates (Å):
C (-4.08, -0.58, -1.15)  -0.892
C (-2.59, -0.77, -0.93)  0.704
O (-1.80, 0.00, -1.51)  -0.881
O (-2.20, -1.70, -0.17)  -0.746
H (-4.29, -0.48, -2.20)  0.274
H (-4.40, 0.40, -0.60)  0.165
H (-4.64, -1.41, -0.77)  0.281
C (3.24, 0.92, 1.98)  -1.196
C (1.69, -0.64, -0.89)  -0.126
C (1.06, 0.82, 0.60)  -0.467
C (2.33, 0.48, 0.88)  0.535
N (0.67, 0.12, -0.50)  0.138
N (2.71, -0.46, -0.06)  -0.766
H (-0.24, 0.13, -0.97)  0.331
H (1.69, -1.31, -1.75)  0.401
H (0.47, 1.54, 1.13)  0.368
H (3.53, 0.03, 2.57)  0.253
H (2.76, 1.54, 2.68)  0.325
H (4.10, 1.37, 1.67)  0.301

- lowest unoccupied orbital energy (Ha) = 0.138
- HOMO level (eV) = -4.5
- total charge = -1
- frontier orbital gap (eV) = 8.25
- ΔE to the lowest compared entry with this formula, charge and spin (kcal per mole) = 11.95

***

# C28H42N6O2

5 unconnected molecules or ions with the total composition C28H42N6O2 at a distorted geometry (ωB97M-V/def2-TZVPD, OMol25).

Each line ends with the Mulliken charge.
Cartesian coordinates (Å):
C (0.77, 2.73, 1.08)  -0.305
C (-0.33, 3.49, 0.34)  -0.567
C (-0.76, 2.78, -0.95)  -0.487
C (-1.78, 1.70, -0.60)  -0.474
N (-1.86, 0.62, -1.62)  -0.224
C (-1.49, -0.65, -1.06)  0.278
C (-2.31, -1.32, -0.14)  -0.326
C (-1.95, -2.54, 0.43)  -0.864
C (-0.73, -3.13, 0.08)  -0.834
C (0.06, -2.47, -0.85)  -0.331
C (-0.29, -1.25, -1.42)  0.497
C (0.79, -0.83, -2.34)  0.283
O (0.91, 0.16, -2.99)  -0.511
N (1.74, -1.90, -2.36)  -0.170
C (1.37, -2.88, -1.42)  0.141
O (2.00, -3.87, -1.19)  -0.582
H (0.74, 1.66, 0.86)  0.253
H (0.63, 2.82, 2.16)  -0.406
H (1.74, 3.14, 0.82)  0.360
H (-1.21, 3.51, 0.99)  0.150
H (-0.05, 4.52, 0.15)  0.519
H (-1.21, 3.52, -1.61)  0.379
H (0.11, 2.33, -1.43)  0.109
H (-1.47, 1.29, 0.37)  0.248
H (-2.76, 2.14, -0.45)  0.385
H (-2.83, 0.52, -1.90)  0.391
H (-3.24, -0.83, 0.12)  0.474
H (-2.60, -3.02, 1.14)  0.585
H (-0.40, -4.05, 0.50)  0.719
H (2.66, -1.50, -2.23)  0.276
C (-3.74, -8.39, 0.64)  -1.157
C (-3.95, -7.10, -0.15)  -0.448
C (-2.66, -6.30, -0.35)  -0.330
C (-2.10, -5.82, 0.90)  0.256
N (-1.66, -5.44, 1.89)  -0.512
H (-3.38, -8.18, 1.65)  0.339
H (-4.67, -8.94, 0.72)  0.346
H (-3.01, -9.03, 0.14)  0.300
H (-4.69, -6.48, 0.36)  0.293
H (-4.36, -7.34, -1.13)  0.327
H (-2.85, -5.44, -1.00)  0.254
H (-1.91, -6.92, -0.86)  0.359
C (4.96, 3.36, 3.43)  -1.026
C (5.48, 4.76, 3.10)  -0.435
C (4.35, 5.78, 2.91)  -0.454
C (3.51, 5.46, 1.76)  0.303
N (2.83, 5.20, 0.88)  -0.465
H (4.36, 2.96, 2.61)  0.260
H (5.79, 2.68, 3.60)  0.328
H (4.34, 3.38, 4.33)  0.298
H (6.09, 4.72, 2.20)  0.298
H (6.12, 5.10, 3.91)  0.305
H (4.78, 6.78, 2.77)  0.304
H (3.73, 5.82, 3.81)  0.276
C (2.18, 0.48, -7.53)  -1.247
C (1.12, 0.43, -6.44)  -0.203
C (0.28, -0.85, -6.47)  -0.175
C (-0.52, -0.97, -7.69)  0.156
N (-1.15, -1.06, -8.64)  -0.434
H (1.74, 0.48, -8.53)  0.330
H (2.78, 1.38, -7.44)  0.356
H (2.86, -0.38, -7.46)  0.328
H (0.47, 1.30, -6.53)  0.317
H (1.60, 0.49, -5.46)  0.155
H (-0.39, -0.87, -5.61)  0.087
H (0.93, -1.73, -6.38)  0.332
C (-1.26, 0.64, 5.54)  -1.122
C (-1.92, 2.01, 5.61)  -0.525
C (-1.49, 2.94, 4.47)  -0.091
C (-0.07, 3.26, 4.53)  0.286
N (1.05, 3.51, 4.59)  -0.466
H (-0.18, 0.71, 5.64)  0.347
H (-1.63, -0.01, 6.34)  0.341
H (-1.48, 0.15, 4.59)  0.265
H (-1.69, 2.47, 6.57)  0.319
H (-3.01, 1.89, 5.57)  0.318
H (-2.06, 3.87, 4.52)  0.354
H (-1.71, 2.48, 3.51)  -0.013

- lowest unoccupied orbital energy (Ha) = -0.014
- HOMO level (eV) = -9.5
- frontier orbital gap (eV) = 9.10
- ΔE to the lowest compared entry with this formula, charge and spin (kcal per mole) = 0.00